Below is an isolated molecule of C24H31N3O3S at a distorted geometry, with properties calculated with ωB97M-V with the def2-TZVPD basis set.

Each atom is followed by the atoms it is bonded to, with distances in Å.
CARTESIAN COORDINATES (ANGSTROEM)
1 C -4.889 2.630 -1.747  C2 1.498, H32 1.090, H33 1.088, H34 1.087
2 C -3.732 1.971 -2.432  C1 1.498, C3 1.392, C31 1.390
3 C -2.916 2.707 -3.287  C2 1.392, C4 1.383, H35 1.080
4 C -1.831 2.116 -3.909  C3 1.383, C5 1.382, H36 1.078
5 C -1.566 0.780 -3.682  C4 1.382, S6 1.790, C30 1.380
6 S -0.099 0.042 -4.394  C5 1.790, O7 1.435, O8 1.433, N9 1.667
7 O -0.289 -1.376 -4.505  S6 1.435
8 O 0.279 0.780 -5.563  S6 1.433
9 N 1.088 0.286 -3.250  S6 1.667, C10 1.442, C29 1.446
10 C 0.938 -0.480 -2.038  N9 1.442, C11 1.526, H37 1.091, H38 1.102
11 C 2.273 -0.505 -1.299  C10 1.526, C12 1.537, H39 1.091, H40 1.091
12 C 2.711 0.926 -0.947  C11 1.537, C13 1.528, C28 1.535, H41 1.095
13 C 1.784 1.521 0.112  C12 1.528, O14 1.219, N15 1.354
14 O 0.885 2.296 -0.167  C13 1.219
15 N 2.007 1.161 1.399  C13 1.354, C16 1.443, C27 1.450
16 C 2.968 0.228 1.935  N15 1.443, C17 1.533, H42 1.087, H43 1.097
17 C 2.240 -0.944 2.602  C16 1.533, N18 1.448, H44 1.092, H45 1.105
18 N 1.378 -0.437 3.650  C17 1.448, C19 1.459, C26 1.451
19 C 0.812 -1.477 4.501  N18 1.459, C20 1.510, H46 1.094, H47 1.093
20 C -0.091 -2.448 3.780  C19 1.510, C21 1.390, C25 1.390
21 C 0.430 -3.594 3.191  C20 1.390, C22 1.384, H48 1.081
22 C -0.383 -4.449 2.467  C21 1.384, C23 1.384, H49 1.080
23 C -1.731 -4.167 2.322  C22 1.384, C24 1.384, H50 1.080
24 C -2.262 -3.034 2.913  C23 1.384, C25 1.384, H51 1.080
25 C -1.447 -2.181 3.636  C20 1.390, C24 1.384, H52 1.081
26 C 0.394 0.470 3.089  N18 1.451, C27 1.528, H53 1.092, H54 1.104
27 C 1.117 1.646 2.436  N15 1.450, C26 1.528, H55 1.090, H56 1.095
28 C 2.728 1.770 -2.229  C12 1.535, C29 1.527, H57 1.091, H58 1.091
29 C 1.417 1.673 -3.005  N9 1.446, C28 1.527, H59 1.091, H60 1.098
30 C -2.364 0.029 -2.842  C5 1.380, C31 1.385, H61 1.079
31 C -3.447 0.627 -2.221  C2 1.390, C30 1.385, H62 1.080
32 H -4.527 3.268 -0.941  C1 1.090
33 H -5.442 3.257 -2.444  C1 1.088
34 H -5.565 1.893 -1.323  C1 1.087
35 H -3.133 3.751 -3.461  C3 1.080
36 H -1.195 2.667 -4.584  C4 1.078
37 H 0.638 -1.486 -2.333  C10 1.091
38 H 0.161 -0.045 -1.388  C10 1.102
39 H 2.179 -1.121 -0.404  C11 1.091
40 H 3.024 -0.952 -1.953  C11 1.091
41 H 3.730 0.912 -0.548  C12 1.095
42 H 3.639 -0.148 1.166  C16 1.087
43 H 3.560 0.747 2.698  C16 1.097
44 H 2.977 -1.615 3.049  C17 1.092
45 H 1.674 -1.504 1.836  C17 1.105
46 H 1.652 -2.012 4.953  C19 1.094
47 H 0.259 -0.971 5.297  C19 1.093
48 H 1.479 -3.825 3.308  C21 1.081
49 H 0.036 -5.336 2.016  C22 1.080
50 H -2.366 -4.833 1.755  C23 1.080
51 H -3.315 -2.813 2.811  C24 1.080
52 H -1.871 -1.302 4.102  C25 1.081
53 H -0.241 0.840 3.897  C26 1.092
54 H -0.244 -0.024 2.335  C26 1.104
55 H 0.405 2.332 1.977  C27 1.090
56 H 1.707 2.175 3.191  C27 1.095
57 H 2.910 2.816 -1.979  C28 1.091
58 H 3.542 1.412 -2.862  C28 1.091
59 H 1.515 2.150 -3.981  C29 1.091
60 H 0.623 2.171 -2.433  C29 1.098
61 H -2.137 -1.016 -2.702  C30 1.079
62 H -4.078 0.044 -1.566  C31 1.080

As for the total charge: 0. Its spin multiplicity is 1. Its structure (SMILES) is Cc1ccc(S(=O)(=O)N2CCC(C(=O)N3CCN(Cc4ccccc4)CC3)CC2)cc1.

=====

Below is the ion C4H9N2S2 with charge +1 at a distorted geometry, with properties calculated with ωB97M-V with the def2-TZVPD basis set.

Each atom is followed by the atoms it is bonded to, with distances in Å.
CARTESIAN COORDINATES (ANGSTROEM)
1 H 1.267 2.664 0.550  N2 1.051
2 N 0.877 1.709 0.344  H1 1.051, C3 1.224
3 C 1.175 1.053 -0.645  N2 1.224, C4 1.474, H10 1.149
4 C 0.719 -0.295 -1.032  C3 1.474, N5 1.472, H11 1.118, H12 1.066
5 N -0.231 -0.925 -0.101  C4 1.472, C6 1.497, C7 1.575, H13 1.044
6 C 0.374 -1.131 1.253  N5 1.497, H14 1.093, H15 1.144, H16 1.234
7 C -1.567 -0.109 -0.267  N5 1.575, S8 1.626, S9 1.663
8 S -2.439 -0.707 -1.502  C7 1.626
9 S -1.712 0.969 0.992  C7 1.663, H17 1.340
10 H 1.851 1.573 -1.415  C3 1.149
11 H 1.590 -0.962 -1.249  C4 1.118
12 H 0.076 -0.220 -1.879  C4 1.066
13 H -0.510 -1.856 -0.481  N5 1.044
14 H 1.043 -1.986 1.122  C6 1.093
15 H 0.591 -0.096 1.689  C6 1.144
16 H -0.464 -1.507 2.077  C6 1.234
17 H -2.640 1.826 0.545  S9 1.340

As for the total charge: +1. Its spin multiplicity is 1. Its structure (SMILES) is [H]/N=C/C[N@@H+](C)C(=S)S.

=====

Below is a cluster of 2 separate species, CH3NO2S2 in total at a distorted geometry, with properties calculated with ωB97M-V with the def2-TZVPD basis set.

Each atom is followed by the atoms it is bonded to, with distances in Å.
CARTESIAN COORDINATES (ANGSTROEM)
1 C 2.334 0.406 0.487  S5 1.558, S6 1.821
2 N -0.014 -0.307 -0.535  S6 1.673, H8 1.002, H9 1.093
3 O 1.014 -1.718 1.348  S6 1.446
4 O 1.941 -1.812 -0.975  S6 1.440
5 S 3.530 1.111 -0.219  C1 1.558
6 S 1.336 -1.067 0.098  C1 1.821, N2 1.673, O3 1.446, O4 1.440
7 H 1.839 0.650 2.037  no bonds
8 H -0.765 -0.402 0.121  N2 1.002
9 H -0.386 -0.496 -1.545  N2 1.093

As for the total charge: 0. Its spin multiplicity is 1.

=====

Below is a cluster of 2 separate species, C4H12NO2 in total at a distorted geometry, with properties calculated with ωB97M-V with the def2-TZVPD basis set.

Each atom is followed by the atoms it is bonded to, with distances in Å.
CARTESIAN COORDINATES (ANGSTROEM)
1 C 0.310 -1.232 1.821  C2 1.540, H4 1.090, H5 1.081, H6 1.106
2 C 0.679 0.225 2.156  C1 1.540, N3 1.540, H7 1.108, H8 1.112
3 N 1.020 0.895 0.812  C2 1.540, H9 1.026, H10 1.030, H11 1.065
4 H 0.116 -1.858 2.692  C1 1.090
5 H -0.597 -1.146 1.241  C1 1.081
6 H 1.141 -1.667 1.236  C1 1.106
7 H -0.202 0.795 2.512  C2 1.108
8 H 1.548 0.389 2.831  C2 1.112
9 H 1.700 0.329 0.293  N3 1.026
10 H 1.438 1.821 0.981  N3 1.030
11 H 0.138 1.014 0.227  N3 1.065
12 O -1.316 0.983 -0.687  C13 1.245
13 C -1.274 0.396 -1.784  O12 1.245, O14 1.405, C15 1.501
14 O -2.344 0.360 -2.695  C13 1.405, H16 0.974
15 C -0.089 -0.382 -2.279  C13 1.501, H17 1.114, H18 1.100, H19 1.113
16 H -3.033 0.815 -2.179  O14 0.974
17 H 0.880 0.155 -2.158  C15 1.114
18 H -0.163 -0.593 -3.356  C15 1.100
19 H 0.049 -1.300 -1.665  C15 1.113

As for the total charge: +1. Its spin multiplicity is 1.

=====

Below is the ion C6H11N2 with charge +1 at a distorted geometry, with properties calculated with ωB97M-V with the def2-TZVPD basis set.

Each atom is followed by the atoms it is bonded to, with distances in Å.
CARTESIAN COORDINATES (ANGSTROEM)
1 C 2.667 -0.630 0.533  C2 1.470, H9 1.052, H10 1.020, H11 1.128
2 C 1.389 -0.389 -0.152  C1 1.470, C3 1.507, N4 1.466, H12 1.051
3 C 1.358 0.959 -0.823  C2 1.507, N4 1.459, H13 1.107, H14 1.174
4 N 0.606 0.719 0.404  C2 1.466, C3 1.459, N5 1.441
5 N -0.832 0.729 0.498  N4 1.441, C6 1.290, C7 1.392
6 C -1.904 1.440 0.602  N5 1.290, C7 1.524, H15 1.063
7 C -1.950 -0.081 0.680  N5 1.392, C6 1.524, C8 1.533, H16 1.176
8 C -2.292 -0.892 -0.575  C7 1.533, H17 1.027, H18 1.160, H19 1.036
9 H 3.122 0.306 0.688  C1 1.052
10 H 3.225 -1.189 -0.112  C1 1.020
11 H 2.609 -1.174 1.520  C1 1.128
12 H 0.801 -1.233 -0.371  C2 1.051
13 H 2.228 1.628 -0.682  C3 1.107
14 H 0.707 1.325 -1.730  C3 1.174
15 H -2.377 2.364 0.374  C6 1.063
16 H -1.827 -0.636 1.709  C7 1.176
17 H -2.195 -0.346 -1.439  C8 1.027
18 H -3.441 -1.051 -0.603  C8 1.160
19 H -1.895 -1.848 -0.519  C8 1.036

As for the total charge: +1. Its spin multiplicity is 1. Its structure (SMILES) is C[C@@H]1CN1[N+]1=C[C@H]1C.

=====

Below is an isolated molecule of C4H8FN at a distorted geometry, with properties calculated with ωB97M-V with the def2-TZVPD basis set.

Each atom is followed by the atoms it is bonded to, with distances in Å.
CARTESIAN COORDINATES (ANGSTROEM)
1 C -1.451 -1.330 -0.371  C2 1.344, H7 1.093, H8 1.071
2 C -0.477 -0.549 0.126  C1 1.344, C3 1.515, C5 1.483
3 C -0.804 0.867 0.553  C2 1.515, N4 1.430, H9 1.118, H10 1.109
4 N -0.214 1.870 -0.279  C3 1.430, H11 0.995, H12 1.021
5 C 0.931 -0.978 0.310  C2 1.483, F6 1.405, H13 1.077, H14 1.131
6 F 1.780 -0.025 -0.276  C5 1.405
7 H -1.257 -2.383 -0.595  C1 1.093
8 H -2.457 -0.999 -0.533  C1 1.071
9 H -1.913 1.000 0.603  C3 1.118
10 H -0.477 0.950 1.609  C3 1.109
11 H -0.688 1.809 -1.152  N4 0.995
12 H 0.758 1.651 -0.505  N4 1.021
13 H 1.143 -1.946 -0.114  C5 1.077
14 H 1.173 -0.998 1.414  C5 1.131

As for the total charge: 0. Its spin multiplicity is 1. Its structure (SMILES) is C=C(CN)CF.

=====

Calculated energy relative to the best compared isomer or geometry (same formula, charge and spin), 60.7 322.8 298.6 35.2 662.7 71.4 kJ/mol (same order as the records).
Calculated HOMO-LUMO gap, 9.41 8.25 8.18 12.08 9.26 10.10 eV (same order as the records).